{"formula": "C16H15ClN2O2SeTi", "method": "wB97M-V/def2-TZVPD", "elements": ["Cl", "C", "C", "C", "H", "C", "C", "H", "H", "H", "C", "Ti", "C", "O", "C", "O", "H", "H", "H", "C", "N", "C", "Se", "N", "C", "C", "C", "C", "C", "C", "H", "H", "H", "H", "H", "H", "H", "H"], "xyz": [[1.201, 3.765, 1.066], [-1.943, -0.784, -1.488], [-1.184, -2.013, -1.466], [0.118, -1.704, -1.998], [-1.576, -2.979, -1.228], [0.193, -0.285, -2.302], [-1.075, 0.269, -1.936], [-1.218, 1.396, -1.930], [-2.988, -0.657, -1.204], [0.903, -2.382, -2.225], [1.263, 0.472, -2.934], [-0.127, -0.937, 0.003], [1.869, 0.020, -0.016], [3.073, 0.111, 0.158], [-1.132, 0.858, 1.046], [-1.788, 1.515, 1.729], [2.196, 0.384, -2.367], [1.042, 1.530, -2.943], [1.480, 0.139, -3.971], [-1.939, -1.693, 3.925], [-0.599, -1.069, 3.965], [0.398, -1.255, 3.074], [0.276, -2.775, 1.718], [1.423, -0.442, 3.482], [1.104, 0.269, 4.647], [1.869, 0.901, 5.620], [1.278, 1.172, 6.924], [-0.079, 0.784, 7.185], [-0.844, 0.172, 6.226], [-0.231, -0.125, 4.952], [-2.608, -1.069, 3.287], [-2.317, -1.767, 4.929], [-1.828, -2.685, 3.474], [2.202, -0.213, 2.938], [2.870, 1.182, 5.402], [1.846, 1.645, 7.704], [-0.480, 0.988, 8.175], [-1.900, -0.134, 6.342]], "lowdin_charge": [-0.296, -0.056, -0.180, -0.109, 0.134, -0.312, -0.026, 0.177, 0.150, 0.145, -0.006, 0.619, 0.048, 0.133, 0.017, 0.166, 0.081, 0.109, 0.137, 0.014, -0.075, -0.533, 0.827, 0.154, -0.145, 0.043, 0.026, -0.038, 0.016, -0.101, 0.115, 0.094, 0.061, 0.134, 0.111, 0.115, 0.127, 0.126], "energy_ev": -124874.8593, "orbital_gap_ha": [0.1326, 0.1329], "charge": 2, "max_force_ev_per_a": 9.5, "lumo_ev": [-10.6, -10.6], "homo_ev": [-14.226, -14.232]}